# 1
Density functional theory data (ωB97M-V with the def2-TZVPD basis set) for a cluster of 2 separate species, C4H7NO in total.

Geometry (Å):
O  0.03  2.97  -0.97
C  -0.35  1.88  -0.58
C  0.34  1.06  0.39
N  -0.12  -0.16  0.64
C  -0.02  -1.36  1.09
C  -1.06  -1.14  0.08
H  -1.29  1.42  -0.97
H  1.24  1.39  0.89
H  1.77  -0.49  -0.92
H  0.68  -1.98  1.61
H  1.76  -1.20  -0.67
H  -0.89  -1.36  -0.98
H  -2.10  -1.03  0.38

Results
Net charge: 0
HOMO level (eV): -8.1
Energy above the lowest of the compared OMol25 structures with the same formula, charge and spin (eV): 5.337
Energy (a.u.): -286.4355
Lowest unoccupied orbital energy (eV): 0.3


# 2
Density functional theory data (ωB97M-V with the def2-TZVPD basis set) for an isolated molecule of C4H10N4O at a distorted geometry.

Geometry (Å):
C  -2.37  -0.28  0.36
N  -1.61  -0.76  -0.77
N  -0.46  -0.41  -0.94
N  0.11  0.59  -0.11
C  -0.59  1.88  -0.07
C  1.52  0.65  -0.17
O  2.11  1.70  -0.17
N  2.12  -0.56  -0.23
C  1.62  -1.89  0.14
H  -1.75  -0.15  1.25
H  -2.94  0.63  0.07
H  -3.17  -1.04  0.45
H  0.22  2.61  -0.13
H  -1.20  2.05  -1.02
H  -1.17  2.03  0.87
H  3.11  -0.43  -0.30
H  1.15  -2.40  -0.71
H  2.48  -2.43  0.56
H  0.84  -1.78  0.91

Results
Structure (SMILES): C/N=N\N(C)C(=O)NC
Net charge: 0
HOMO level (eV): -9.1
Energy above the lowest of the compared OMol25 structures with the same formula, charge and spin (eV): 2.369
Energy (a.u.): -452.6107
Lowest unoccupied orbital energy (eV): 0.8


# 3
Density functional theory data (ωB97M-V with the def2-TZVPD basis set) for a cluster of 11 separate species, C32H89N7O11 in total at a distorted geometry.

Geometry (Å):
C  -28.23  4.91  4.40
O  -26.87  5.06  4.22
C  -26.33  6.26  4.61
C  -26.42  6.49  6.04
C  -25.53  7.65  6.42
N  -26.00  5.34  6.86
H  -28.87  5.60  3.88
H  -28.48  4.96  5.49
H  -28.50  3.90  4.18
H  -25.30  6.31  4.26
H  -26.95  7.01  4.16
H  -27.48  6.73  6.19
H  -25.56  7.84  7.48
H  -25.88  8.59  5.98
H  -24.52  7.50  6.08
H  -26.46  4.45  6.63
H  -25.01  5.13  6.85
C  -18.75  7.24  3.40
O  -18.24  5.94  3.65
C  -16.93  5.92  4.32
C  -16.93  4.71  5.16
C  -18.24  4.46  5.90
N  -15.81  4.90  6.14
H  -19.54  7.15  2.71
H  -18.00  7.94  2.99
H  -19.16  7.68  4.35
H  -16.14  5.92  3.53
H  -16.81  6.80  5.02
H  -16.76  3.82  4.51
H  -19.04  4.34  5.21
H  -18.39  5.32  6.58
H  -18.05  3.62  6.61
H  -15.62  4.07  6.60
H  -15.00  5.17  5.62
C  -21.97  5.68  5.27
O  -22.08  6.06  6.69
C  -21.05  6.91  7.07
C  -21.37  7.70  8.30
C  -22.36  8.69  7.94
N  -20.26  8.37  9.02
H  -22.49  4.77  5.17
H  -20.91  5.62  4.89
H  -22.42  6.44  4.64
H  -20.18  6.28  7.25
H  -20.74  7.55  6.19
H  -21.79  6.94  9.03
H  -21.91  9.58  7.46
H  -23.01  8.86  8.84
H  -23.14  8.37  7.22
H  -19.58  7.79  9.41
H  -19.70  8.87  8.32
N  -26.09  5.79  10.04
C  -24.98  6.26  10.64
N  -25.20  7.05  11.71
O  -23.83  6.11  10.23
H  -26.15  5.47  9.09
H  -26.96  6.21  10.35
H  -24.42  7.31  12.29
H  -26.13  7.18  12.14
N  -20.22  9.61  14.02
C  -20.93  9.60  12.86
N  -20.08  9.76  11.79
O  -22.17  9.55  12.79
H  -20.72  9.35  14.86
H  -19.23  9.35  14.03
H  -20.51  9.58  10.91
H  -19.39  10.47  11.84
C  -18.60  11.78  4.53
C  -19.38  11.31  5.72
C  -20.76  11.83  5.89
O  -19.52  9.91  5.72
H  -17.64  11.28  4.45
H  -18.48  12.87  4.43
H  -19.19  11.55  3.61
H  -18.76  11.54  6.64
H  -21.24  11.44  6.77
H  -21.37  11.53  5.01
H  -20.77  12.90  5.95
H  -18.67  9.50  5.60
C  -19.10  4.75  10.01
C  -18.55  3.46  10.54
C  -17.08  3.65  10.83
O  -19.30  3.01  11.68
H  -18.89  5.63  10.62
H  -20.17  4.68  9.79
H  -18.48  4.94  9.13
H  -18.66  2.81  9.69
H  -16.62  4.12  9.96
H  -16.60  2.72  11.09
H  -16.95  4.40  11.65
H  -19.84  2.28  11.39
C  -25.16  -0.30  5.03
C  -25.57  1.13  4.80
C  -25.46  1.54  3.38
O  -26.84  1.48  5.34
H  -25.92  -1.04  4.59
H  -24.97  -0.51  6.11
H  -24.23  -0.49  4.43
H  -24.86  1.86  5.35
H  -25.64  2.59  3.29
H  -26.07  0.94  2.67
H  -24.43  1.45  2.99
H  -27.56  0.92  4.95
C  -22.08  4.90  14.11
C  -21.60  6.33  13.88
C  -20.77  6.39  12.56
O  -22.84  6.99  13.63
H  -22.69  4.54  13.29
H  -22.66  4.72  15.11
H  -21.24  4.20  14.11
H  -21.08  6.82  14.71
H  -20.90  7.32  12.02
H  -21.05  5.56  11.93
H  -19.69  6.20  12.74
H  -22.58  7.94  13.44
C  -21.76  2.07  9.14
C  -22.74  3.17  8.69
C  -23.45  2.84  7.39
O  -23.62  3.34  9.76
H  -21.12  2.53  9.90
H  -21.09  1.72  8.32
H  -22.36  1.28  9.63
H  -22.13  4.04  8.59
H  -24.29  3.51  7.21
H  -23.79  1.82  7.50
H  -22.72  2.88  6.58
H  -23.78  4.31  9.89
C  -16.29  9.26  8.50
C  -16.09  8.43  7.27
C  -15.34  9.33  6.27
O  -15.47  7.15  7.63
H  -15.30  9.52  8.93
H  -16.92  8.85  9.27
H  -16.85  10.17  8.29
H  -17.06  8.19  6.87
H  -14.39  9.56  6.74
H  -15.84  10.29  6.00
H  -15.32  8.79  5.38
H  -15.93  6.44  7.19

Results
Structure (SMILES): COC[C@H](C)N.COC[C@H](C)N.COC[C@H](C)N.NC(N)=O.NC(N)=O.CC(C)O.CC(C)O.CC(C)O.CC(C)O.CC(C)O.CC(C)O
Net charge: 0
HOMO level (eV): -9.1
Energy above the lowest of the compared OMol25 structures with the same formula, charge and spin (eV): 0.000
Energy (a.u.): -2483.4873
Lowest unoccupied orbital energy (eV): 0.5